104
Properties=species:S:1:pos:R:3:forces:R:3:mulliken_charge:R:1 method="wB97M-V/def2-TZVPD" total_charge=-2 lumo_energy_ev=3.622 total_energy_ev=-134691.2488 e_homo_ev=-2.44 largest_force_ha_per_bohr=0.020
Ca 1.0850 -0.2512 -0.7909 0.2131 -0.8358 -0.5862 2.26
C -7.2940 -0.8631 -2.5040 0.0022 -0.0211 0.0098 -0.58
C -6.8810 -2.1269 -1.9861 -0.0154 0.0245 -0.0134 -0.65
C -5.6738 -2.2849 -1.3727 0.0152 -0.0265 0.0121 -0.56
C -4.8123 -1.1693 -1.2385 -0.0608 0.0397 -0.0257 0.85
C -3.4849 -1.0597 -0.8130 0.0737 0.0153 0.0168 -1.51
N -2.2524 -1.8122 -0.8012 -0.0561 -0.1020 0.0048 -0.18
C -1.7760 -1.4478 -1.9874 0.0821 0.0037 0.0756 0.41
C -2.6554 -1.2840 -3.1709 -0.0615 0.0585 0.0928 0.86
C -3.4332 -2.1312 -3.9330 -0.0101 -0.0223 -0.0122 -0.41
C -3.9719 -1.6064 -5.1003 0.0048 -0.0145 0.0129 -0.81
C -3.7215 -0.2851 -5.4628 0.0085 0.0080 0.0025 -0.84
C -2.9690 0.5612 -4.6547 -0.0034 0.0042 -0.0153 -0.53
C -2.4712 0.0393 -3.4726 -0.0233 0.0020 -0.0096 0.02
C -1.4608 0.5877 -2.4071 -0.1058 0.1533 0.2089 0.71
N -1.9620 0.7565 -1.0027 0.0719 -0.2228 0.0454 1.33
C -1.3307 1.4643 0.0674 -0.0274 0.1672 0.0656 -0.52
N 0.1138 1.8015 -0.0915 0.0613 -0.1464 -0.0830 -0.30
C 0.3328 3.2187 -0.3533 -0.1245 0.0213 -0.0295 -2.16
N 0.2336 3.6088 -1.7215 0.0624 0.0522 0.0465 -0.25
C -0.4269 3.1611 -2.6910 -0.0366 -0.0438 -0.0774 -0.24
N -1.3336 1.9916 -2.8129 0.0403 -0.0364 0.0015 0.70
C -2.6552 2.5658 -2.7866 -0.0623 0.0290 -0.0067 -0.48
N -3.8090 2.1913 -2.3326 0.0475 0.0020 0.0041 -0.33
C -4.1381 0.9968 -1.6870 0.0044 0.0106 0.0069 -0.62
N -3.2279 0.3141 -0.9340 -0.0758 0.0438 -0.0718 1.24
C -5.2250 0.1159 -1.7914 -0.0073 -0.0430 0.0236 -0.08
C -6.4882 0.2336 -2.4170 0.0167 0.0092 0.0005 -0.70
C -2.4799 3.8552 -3.4928 -0.0088 0.0078 -0.0026 0.55
C -3.4353 4.7107 -4.0067 0.0198 -0.0024 -0.0045 -0.26
C -2.9986 5.8788 -4.6213 -0.0119 0.0058 -0.0043 -0.82
C -1.6406 6.1848 -4.6766 0.0168 -0.0002 0.0021 -0.48
C -0.6866 5.3381 -4.1207 -0.0237 -0.0030 -0.0077 -0.88
C -1.1209 4.1571 -3.5518 0.0239 0.0180 0.0197 0.35
C -0.9407 3.8176 0.1653 0.0606 -0.0025 0.0058 1.90
C -1.3026 5.1541 0.3320 -0.0079 0.0048 -0.0035 -0.94
C -2.5875 5.4685 0.7449 0.0079 -0.0106 -0.0060 -0.80
C -3.5355 4.4758 0.9966 -0.0023 0.0132 0.0044 -1.14
C -3.2018 3.1413 0.8155 0.0008 -0.0034 0.0070 -0.17
C -1.9188 2.8243 0.3971 -0.0283 -0.0033 0.0214 0.48
N -0.6164 -0.6902 -2.2518 0.0264 0.1997 -0.0834 -1.38
H -8.2639 -0.7838 -2.9803 0.0013 0.0065 -0.0013 0.38
H -7.5463 -2.9762 -2.0872 0.0026 -0.0023 0.0029 0.40
H -5.3634 -3.2501 -0.9896 0.0003 0.0186 0.0081 0.58
H -3.5953 -3.1610 -3.6414 -0.0019 0.0009 -0.0032 0.49
H -4.5745 -2.2321 -5.7472 0.0009 -0.0057 0.0066 0.39
H -4.1192 0.0936 -6.3964 0.0035 0.0057 0.0016 0.44
H -2.7832 1.5792 -4.9677 0.0001 -0.0041 -0.0067 0.37
H -6.7936 1.1898 -2.8242 -0.0049 -0.0026 -0.0003 0.49
H -4.4859 4.4660 -3.9166 -0.0002 -0.0009 -0.0004 0.53
H -3.7189 6.5646 -5.0504 0.0009 0.0000 0.0002 0.41
H -1.3229 7.1067 -5.1491 -0.0057 0.0006 -0.0017 0.40
H 0.3645 5.5944 -4.1166 0.0005 -0.0011 -0.0006 0.48
H -0.5734 5.9302 0.1364 -0.0040 0.0039 0.0014 0.52
H -2.8614 6.5088 0.8802 -0.0017 -0.0009 0.0007 0.37
H -4.5298 4.7471 1.3279 -0.0004 -0.0056 -0.0005 0.41
H -3.9317 2.3596 0.9915 0.0008 0.0024 0.0037 0.52
O 0.1301 2.3616 2.3293 0.0006 -0.0667 0.1373 -0.67
C 0.2350 1.3728 1.3814 -0.0194 0.1140 -0.1285 1.06
O -0.9970 0.6402 1.2151 0.0364 -0.0530 0.0234 -0.31
C 1.4159 0.5301 1.9604 0.2976 0.0918 0.0349 -1.09
O 2.3213 -0.1266 1.0719 -0.2443 0.0046 -0.2255 -0.49
C 3.6030 0.4617 0.7536 -0.1228 0.1632 0.1636 -0.45
C 3.9977 0.3950 -0.7502 0.1067 0.0458 0.1300 0.42
O 5.1419 0.7691 -0.9709 -0.0045 -0.0217 -0.0214 -0.76
O 3.1296 -0.0175 -1.5910 -0.0209 0.0763 0.2694 -1.05
H -0.7089 2.8282 2.2166 0.0018 0.0257 -0.0095 0.58
H 0.9364 -0.2515 2.5565 0.0144 0.0154 0.0634 -0.24
H 1.9824 1.1816 2.6216 -0.0840 0.0835 -0.0103 0.65
H 4.3631 -0.0821 1.3125 0.0087 0.0381 0.0443 0.34
H 3.6043 1.5107 1.0560 0.0361 0.0080 -0.0258 0.37
N 0.8499 -3.4984 -1.8809 0.0256 0.0156 -0.0082 -0.28
C 1.2564 -3.4739 -0.5824 -0.0526 0.0312 -0.0283 0.21
N 0.5099 -2.6675 0.2324 -0.0799 0.1960 -0.1612 0.71
S 2.5905 -4.3194 -0.0742 0.0320 -0.0253 0.0177 -0.40
H 0.2815 -2.7498 -2.2556 -0.0108 -0.0036 0.0070 0.33
H 1.4951 -3.9337 -2.5168 0.0062 -0.0137 0.0077 0.22
H -0.4842 -2.5450 0.0088 -0.0251 -0.0087 0.0526 0.24
H 0.6873 -2.7463 1.2366 -0.0314 -0.1351 0.0594 -0.69
C -2.7360 -1.4561 3.2107 0.0356 -0.0533 -0.0108 -1.12
C -3.2261 -2.8876 3.3237 -0.1368 -0.0102 0.2557 0.39
C -3.7687 -3.3960 1.9994 -0.0401 -0.0130 0.0052 -1.07
O -2.2548 -3.8516 3.7604 0.2205 0.0448 -0.4176 -0.19
P -0.9107 -3.6200 4.6419 -0.1081 0.0395 0.1618 0.71
S -1.3583 -2.9622 6.4362 -0.0323 0.0241 -0.0080 -0.58
S 0.4835 -2.6365 3.6245 0.0270 0.0404 0.0039 -0.54
O -0.4988 -5.1743 4.7969 0.0179 -0.0263 -0.0337 -0.50
C -0.5018 -6.2069 3.7999 0.0113 0.0045 0.0310 0.54
C -1.8360 -6.9375 3.8478 -0.0145 -0.0097 -0.0119 -1.22
C -0.1377 -5.7650 2.3931 -0.0028 0.0049 -0.0415 -0.98
H -3.5890 -0.8322 2.9284 0.0089 0.0160 0.0032 0.44
H -1.9694 -1.3519 2.4457 -0.0036 -0.0199 -0.0228 0.04
H -2.3321 -1.0998 4.1581 -0.0046 0.0084 -0.0052 0.38
H -4.0243 -2.9230 4.0747 0.0079 0.0300 0.0237 0.00
H -3.0370 -3.2462 1.2044 0.0549 -0.0209 -0.0171 -0.05
H -4.6764 -2.8490 1.7295 0.0263 0.0026 0.0012 0.52
H -4.0045 -4.4598 2.0693 -0.0331 0.0070 0.0050 0.41
H 0.2790 -6.8903 4.1487 -0.0022 -0.0103 -0.0050 0.37
H -2.6359 -6.2780 3.5133 0.0067 0.0020 -0.0053 0.08
H -2.0542 -7.2568 4.8677 0.0001 0.0063 0.0027 0.32
H -1.8033 -7.8175 3.1996 0.0009 -0.0029 0.0040 0.44
H -0.8803 -5.0780 1.9864 -0.0200 -0.0066 0.0173 -0.05
H -0.0991 -6.6512 1.7536 0.0069 -0.0040 -0.0005 0.47
H 0.8315 -5.2723 2.3617 0.0039 -0.0041 0.0142 0.26

---

24
Properties=species:S:1:pos:R:3:forces:R:3:mulliken_charge:R:1 method="wB97M-V/def2-TZVPD" total_charge=+1 lumo_energy_ev=-3.458 total_energy_ev=-16918.5374 smiles="N[C@@H]1[C@@H](N)C(=O)NC(=O)[C@]1(N)[NH3+]" e_homo_ev=-13.32 e_above_lowest_kcal_mol=0.0 largest_force_ha_per_bohr=0.069
N -0.2238 -0.2253 2.0123 -0.1380 2.7292 -2.2699 -0.53
C 0.2242 -0.4519 0.6791 1.2480 0.9249 -1.8162 -0.52
C 1.6556 0.3455 0.3355 -3.1977 0.1376 -0.7172 -0.20
N 2.2118 -0.2105 -0.9068 0.4813 -1.2841 1.7594 -0.53
C 1.3579 1.8837 0.1077 3.3027 0.1581 -0.6570 0.21
O 2.3129 2.6704 0.1314 -2.6990 -1.6485 0.1109 -0.54
N 0.0920 2.2803 -0.2868 -0.1658 1.6626 0.1368 0.04
C -1.0347 1.5493 -0.2505 -2.6648 -0.2075 0.0292 -0.02
O -2.1950 1.9709 -0.1684 2.2033 -0.0132 -0.2578 -0.61
C -0.8258 0.0661 -0.3743 0.3058 -1.9769 -0.9237 0.54
N -0.6749 -0.2813 -1.8058 1.4449 3.1981 -0.4791 -0.71
N -2.1718 -0.5488 -0.0049 0.9497 3.2142 -0.1315 -0.19
H -0.3692 -1.0156 2.5283 0.0780 -2.0484 1.9479 0.21
H 0.3375 0.5141 2.3920 -0.2020 -0.1288 1.1150 0.24
H 0.2447 -1.5093 0.4441 0.8137 -0.3494 0.0814 0.62
H 2.2664 0.4030 1.2208 0.5465 -0.6223 0.3094 0.39
H 2.6754 0.4909 -1.4410 0.6763 0.5014 -0.2662 0.26
H 2.9061 -0.9539 -0.6423 -0.8660 1.0632 -0.6348 0.29
H -0.0630 3.2865 -0.4016 0.2825 -0.2322 0.1781 0.36
H -0.4526 -1.1993 -2.1468 0.2422 -0.7043 0.8702 0.25
H 0.0774 0.3479 -2.2649 -1.8126 -1.3751 1.0835 0.33
H -2.8385 0.1760 -0.2986 -0.1921 0.3703 -0.1302 0.40
H -2.1959 -0.4683 1.0132 -0.2754 -1.4231 0.4396 0.36
H -2.3218 -1.2991 -0.6288 -0.3612 -1.9457 0.2222 0.34